{"formula": "C22H44Cl6N5O6Pd", "method": "ωB97M-V with the def2-TZVPD basis set", "elements": ["C", "C", "N", "C", "C", "N", "C", "C", "H", "H", "H", "H", "H", "H", "H", "H", "H", "H", "H", "Pd", "C", "O", "O", "O", "Cl", "C", "C", "Cl", "H", "H", "H", "H", "Cl", "C", "C", "Cl", "H", "H", "H", "H", "Cl", "C", "C", "Cl", "H", "H", "H", "H", "C", "O", "N", "C", "C", "H", "H", "H", "H", "H", "H", "H", "C", "O", "N", "C", "C", "H", "H", "H", "H", "H", "H", "H", "C", "O", "N", "C", "C", "H", "H", "H", "H", "H", "H", "H"], "coordinates": [[-31.52, 0.27, 8.75], [-31.05, 0.27, 10.15], [-30.54, 1.56, 10.57], [-29.60, 1.76, 11.55], [-29.21, 3.11, 11.53], [-29.94, 3.74, 10.58], [-30.76, 2.81, 9.97], [-29.84, 5.15, 10.23], [-32.19, 1.09, 8.47], [-32.01, -0.69, 8.62], [-30.68, 0.38, 8.07], [-30.31, -0.51, 10.35], [-31.89, 0.02, 10.80], [-29.16, 0.96, 12.12], [-28.46, 3.70, 12.05], [-31.44, 3.11, 9.19], [-28.90, 5.57, 10.59], [-30.68, 5.64, 10.72], [-29.92, 5.38, 9.17], [-28.46, 3.43, 15.75], [-29.43, 5.39, 14.29], [-28.35, 4.84, 14.13], [-29.95, 4.93, 15.32], [-29.80, 6.17, 13.42], [-28.12, 8.51, 8.46], [-27.32, 8.83, 10.03], [-28.19, 8.71, 11.39], [-29.72, 9.56, 11.19], [-27.02, 9.87, 10.13], [-26.51, 8.13, 10.20], [-27.66, 9.04, 12.28], [-28.39, 7.65, 11.55], [-29.39, 11.22, 15.95], [-29.47, 9.79, 14.93], [-28.32, 8.86, 15.28], [-26.69, 9.59, 15.25], [-29.59, 10.10, 13.89], [-30.38, 9.20, 15.02], [-28.29, 8.10, 14.49], [-28.48, 8.21, 16.14], [-32.97, 5.79, 18.63], [-32.84, 6.13, 16.89], [-31.86, 7.28, 16.63], [-32.50, 8.77, 17.42], [-33.78, 6.44, 16.43], [-32.51, 5.22, 16.40], [-31.52, 7.43, 15.60], [-30.93, 7.07, 17.15], [-33.64, 6.08, 13.40], [-34.58, 5.52, 13.90], [-33.45, 7.42, 13.38], [-32.29, 7.84, 12.61], [-34.37, 8.55, 13.74], [-32.87, 5.58, 12.78], [-32.61, 8.49, 11.79], [-31.91, 7.01, 12.01], [-31.58, 8.51, 13.09], [-33.80, 9.33, 14.23], [-34.82, 8.99, 12.85], [-35.19, 8.16, 14.36], [-27.11, 5.87, 17.73], [-27.60, 4.84, 17.38], [-26.11, 6.46, 17.12], [-25.45, 7.64, 17.78], [-25.54, 5.80, 15.96], [-27.53, 6.46, 18.56], [-24.44, 7.32, 18.02], [-25.87, 7.87, 18.76], [-25.49, 8.53, 17.15], [-24.52, 5.41, 16.05], [-26.07, 4.91, 15.64], [-25.54, 6.55, 15.17], [-25.83, 4.96, 11.72], [-25.77, 5.75, 10.76], [-25.16, 3.75, 11.84], [-25.46, 2.87, 12.97], [-23.95, 3.47, 10.95], [-26.59, 5.04, 12.51], [-25.64, 1.84, 12.69], [-26.28, 3.27, 13.58], [-24.62, 2.83, 13.66], [-22.98, 3.26, 11.39], [-24.27, 2.58, 10.40], [-23.83, 4.24, 10.19]], "spin_multiplicity": 3, "relative_energy_kcal_mol": 94.12, "total_charge": 1, "gap_ev": [7.2, 6.2], "homo_ev": [-11.0352, -11.0353], "largest_force_ev_per_a": 7.5}

---

{"formula": "C2H4NO3S2", "method": "ωB97M-V with the def2-TZVPD basis set", "elements": ["C", "C", "N", "O", "O", "O", "S", "S", "H", "H", "H", "H"], "coordinates": [[-1.20, -0.68, 0.11], [0.58, -0.55, 0.71], [-1.58, 0.31, -0.60], [0.04, 2.08, 0.15], [-1.82, -1.58, 0.66], [2.13, 1.04, -0.73], [1.59, -1.76, -0.19], [1.26, 1.25, 0.48], [0.49, -0.95, 1.77], [-1.01, 1.25, -0.55], [-2.57, 0.41, -0.68], [2.09, -0.82, -1.12]], "relative_energy_kcal_mol": 12.88, "total_charge": -1, "gap_ev": 7.4, "homo_ev": -3.8305, "largest_force_ev_per_a": 7.0}

---

{"formula": "C24H26N2O5", "method": "ωB97M-V with the def2-TZVPD basis set", "elements": ["C", "C", "C", "C", "C", "C", "O", "C", "C", "O", "N", "C", "C", "C", "C", "C", "C", "N", "C", "C", "C", "C", "O", "C", "O", "C", "C", "C", "C", "C", "O", "H", "H", "H", "H", "H", "H", "H", "H", "H", "H", "H", "H", "H", "H", "H", "H", "H", "H", "H", "H", "H", "H", "H", "H", "H", "H"], "coordinates": [[-0.39, 2.30, 3.51], [-0.69, 2.07, 2.06], [-0.17, 1.03, 1.34], [0.81, 0.12, 2.00], [-0.57, 0.86, -0.04], [-0.23, -0.24, -0.88], [0.41, -1.29, -0.30], [0.79, -2.40, -1.09], [1.47, -3.43, -0.18], [2.36, -4.15, -0.57], [0.94, -3.45, 1.06], [1.54, -4.19, 2.15], [2.36, -3.24, 3.00], [3.69, -2.97, 2.70], [4.36, -2.04, 3.47], [3.69, -1.42, 4.51], [2.36, -1.75, 4.72], [1.71, -2.64, 3.99], [-0.59, -0.23, -2.21], [-1.31, 0.83, -2.76], [-1.73, 1.88, -1.96], [-1.35, 1.87, -0.62], [-1.80, 2.92, 0.11], [-1.58, 3.04, 1.45], [-2.10, 3.98, 2.02], [-2.59, 2.98, -2.51], [-3.21, 2.53, -3.83], [-2.15, 1.87, -4.73], [-2.80, 1.34, -6.01], [-1.02, 2.85, -5.08], [-1.59, 0.73, -4.08], [-1.04, 3.10, 3.87], [0.64, 2.60, 3.65], [-0.57, 1.40, 4.09], [0.30, -0.69, 2.51], [1.38, 0.67, 2.75], [1.51, -0.30, 1.29], [-0.08, -2.87, -1.56], [1.50, -2.11, -1.88], [0.29, -2.73, 1.31], [0.75, -4.64, 2.76], [2.18, -4.96, 1.71], [4.17, -3.47, 1.87], [5.40, -1.80, 3.27], [4.18, -0.69, 5.14], [1.79, -1.29, 5.52], [-0.33, -1.04, -2.87], [-3.37, 3.22, -1.79], [-2.00, 3.89, -2.65], [-3.66, 3.37, -4.35], [-3.99, 1.79, -3.63], [-3.20, 2.15, -6.60], [-2.06, 0.80, -6.60], [-3.60, 0.65, -5.76], [-1.43, 3.75, -5.53], [-0.45, 3.11, -4.20], [-0.35, 2.38, -5.80]], "relative_energy_kcal_mol": 14.42, "gap_ev": 8.5, "homo_ev": -8.0460, "largest_force_ev_per_a": 1.0}

---

{"formula": "C3H7NO2", "method": "ωB97M-V with the def2-TZVPD basis set", "elements": ["C", "N", "C", "C", "O", "O", "H", "H", "H", "H", "H", "H", "H"], "coordinates": [[-0.44, -0.32, 1.62], [-0.74, 0.97, -0.17], [-0.11, -0.04, -0.58], [0.42, -1.11, -1.11], [0.11, 1.78, -1.99], [0.76, -0.08, 2.17], [-0.66, 1.87, -2.56], [1.44, -0.66, 1.79], [-0.14, 1.75, 0.09], [-1.22, 0.28, 2.06], [-0.70, -1.35, 1.37], [0.68, -1.09, -2.16], [0.60, -2.01, -0.54]], "relative_energy_kcal_mol": 179.35, "gap_ev": [9.2, 6.4], "homo_ev": [-8.8981, -6.9400], "largest_force_ev_per_a": 0.3}

---

{"formula": "C2HF4IO", "method": "ωB97M-V with the def2-TZVPD basis set", "elements": ["C", "C", "O", "F", "F", "F", "F", "I", "H"], "coordinates": [[0.14, 0.92, 0.77], [1.32, 1.79, 0.97], [0.23, 0.37, -0.44], [-0.12, -0.03, 1.65], [-1.04, 1.65, 0.80], [1.45, 2.48, -0.14], [1.26, 2.68, 1.96], [3.56, 0.00, 1.34], [-0.49, -0.12, -0.57]], "relative_energy_kcal_mol": 40.50, "gap_ev": [7.5, 7.1], "homo_ev": [-10.0011, -9.9180], "largest_force_ev_per_a": 5.5}

---

{"formula": "C7H6F3I", "method": "ωB97M-V with the def2-TZVPD basis set", "elements": ["F", "C", "F", "F", "C", "C", "C", "C", "C", "C", "I", "H", "H", "H", "H", "H", "H"], "coordinates": [[-1.57, 3.01, 0.16], [-0.71, 1.98, 0.11], [0.51, 2.58, 0.14], [-0.87, 1.42, -1.16], [-0.94, 0.97, 1.17], [-1.19, -0.34, 1.00], [-0.96, -1.21, -0.12], [-0.01, -1.25, -1.08], [1.38, -0.83, -1.07], [2.08, -0.88, 0.08], [4.09, -0.46, 0.16], [-1.12, 1.60, 1.99], [-1.65, -0.90, 1.93], [-1.84, -1.90, -0.29], [-0.40, -1.93, -1.94], [1.61, -0.57, -2.10], [1.57, -1.30, 1.00]], "relative_energy_kcal_mol": 19.43, "gap_ev": 8.3, "homo_ev": -8.6183, "largest_force_ev_per_a": 3.1}

---

{"formula": "C2H10NOS2", "method": "ωB97M-V with the def2-TZVPD basis set", "elements": ["C", "O", "C", "N", "H", "H", "H", "H", "H", "H", "H", "H", "S", "S", "H", "H"], "coordinates": [[-0.36, 0.79, -0.22], [-1.40, 0.49, 0.69], [0.91, 0.73, 0.61], [2.09, 1.11, -0.25], [-0.48, 1.79, -0.62], [-0.32, 0.03, -1.01], [-2.24, 0.58, 0.23], [0.87, 1.40, 1.46], [1.10, -0.27, 0.99], [1.98, 2.05, -0.63], [2.19, 0.48, -1.04], [2.98, 1.09, 0.27], [-1.58, -2.56, -1.21], [-1.35, -3.03, 0.80], [-2.87, -2.88, -1.32], [-1.49, -1.77, 1.24]], "relative_energy_kcal_mol": 25.21, "total_charge": 1, "gap_ev": 8.3, "homo_ev": -12.3209, "largest_force_ev_per_a": 0.6}

---

{"formula": "C3H3ClOS", "method": "ωB97M-V with the def2-TZVPD basis set", "elements": ["C", "C", "C", "O", "S", "Cl", "H", "H", "H"], "coordinates": [[1.15, 0.07, -0.33], [-0.41, 0.15, -0.59], [0.14, -0.68, 0.49], [-2.52, 0.84, 0.91], [-1.12, 1.25, 0.75], [0.13, -2.16, 1.29], [1.73, -0.41, -0.97], [1.71, 1.05, -0.03], [-0.80, -0.10, -1.51]], "relative_energy_kcal_mol": 91.22, "gap_ev": [7.8, 7.9], "homo_ev": [-8.3945, -8.4442], "largest_force_ev_per_a": 6.8}